Entry 1:
A 2-piece molecular cluster, C33H22BF9O overall. Source: the OMol25 dataset; level of theory: wB97M-V/def2-TZVPD.

```
! wB97M-V def2-TZVPD RIJCOSX def2/J DEFGRID3
* xyz 0 1
F 0.228 5.458 4.813
C -0.006 4.465 3.880
C -1.276 4.426 3.265
C -1.399 3.571 2.179
F -2.661 3.510 1.625
C -0.315 2.916 1.563
B -0.510 2.385 0.160
C -1.859 2.042 -0.461
C -2.860 1.082 -0.224
F -2.781 0.345 0.944
C -4.020 1.004 -0.994
C -4.240 2.022 -1.932
F -5.445 2.061 -2.597
C -3.319 3.050 -2.174
C -2.157 2.995 -1.447
F -1.287 4.064 -1.583
C 0.669 2.231 -0.816
C 0.949 1.219 -1.754
F 0.134 0.095 -1.813
C 1.976 1.316 -2.693
C 2.731 2.514 -2.695
F 3.634 2.710 -3.723
C 2.522 3.539 -1.782
C 1.522 3.350 -0.870
F 1.269 4.410 -0.031
H -0.188 -0.689 0.256
C 0.874 2.896 2.340
F 1.993 2.220 1.883
C 1.074 3.661 3.475
H -2.092 5.092 3.534
H -4.781 0.225 -0.818
H -3.501 3.900 -2.844
H 2.143 0.547 -3.445
H 3.054 4.508 -1.817
H 2.067 3.735 3.949
C 5.917 -3.661 -0.059
O 5.414 -2.357 0.301
C 4.086 -2.241 0.559
C 3.626 -0.931 0.843
C 2.262 -0.722 1.029
C 1.363 -1.794 0.946
C -0.099 -1.467 0.960
C -1.079 -2.480 0.463
C -2.353 -2.575 1.041
C -3.329 -3.349 0.451
C -3.073 -4.010 -0.761
C -4.159 -4.806 -1.413
C -1.810 -3.900 -1.360
C -0.843 -3.074 -0.801
C 1.826 -3.083 0.720
C 3.182 -3.339 0.524
H 6.958 -3.450 -0.294
H 5.847 -4.381 0.774
H 5.385 -4.067 -0.934
H 4.347 -0.129 0.958
H 1.879 0.263 1.203
H -0.399 -1.148 1.963
H -2.572 -2.022 1.971
H -4.323 -3.466 0.919
H -3.780 -5.315 -2.303
H -4.516 -5.567 -0.710
H -5.019 -4.182 -1.696
H -1.588 -4.471 -2.275
H 0.112 -2.906 -1.328
H 1.083 -3.881 0.623
H 3.512 -4.364 0.334
*
```

HOMO ... -7.9 eV
Orbital gap ... 7.09 eV
SMILES string ... Fc1cc(F)c(B(c2c(F)cc(F)cc2F)c2c(F)cc(F)cc2F)c(F)c1.COc1ccc(Cc2ccc(C)cc2)cc1
Relative energy (zero: lowest compared OMol25 entry of this formula, charge and spin) ... 0.0 kJ/mol

For reference, the natural (NBO) charges in units of e are: -0.32 0.47 -0.37 0.51 -0.32 -0.56 0.86 -0.50 0.48 -0.33 -0.36 0.44 -0.32 -0.36 0.46 -0.33 -0.54 0.48 -0.33 -0.36 0.45 -0.32 -0.40 0.56 -0.34 0.23 0.51 -0.33 -0.37 0.26 0.26 0.26 0.26 0.26 0.26 -0.26 -0.50 0.30 -0.26 -0.14 -0.06 -0.47 0.06 -0.21 -0.22 -0.03 -0.63 -0.21 -0.23 -0.19 -0.31 0.20 0.18 0.18 0.22 0.21 0.22 0.21 0.21 0.21 0.22 0.22 0.21 0.22 0.22 0.22

Entry 2:
C20H30AsIN2O2PdSi2 as an isolated structure. Source: the OMol25 dataset; level of theory: wB97M-V/def2-TZVPD.

```
! wB97M-V def2-TZVPD RIJCOSX def2/J DEFGRID3
* xyz 0 3
Pd 0.290 -0.565 -0.761
C -3.818 -1.450 -2.040
C -3.483 -1.912 -0.655
N -4.442 -2.056 0.224
C -4.148 -2.463 1.474
C -2.869 -2.715 1.901
C -2.628 -3.078 3.345
O -1.963 -4.327 3.521
C -1.802 -2.525 0.992
C -0.445 -2.671 1.452
N 0.552 -2.004 0.985
C 1.828 -2.136 1.543
C 2.017 -2.290 2.922
C 3.286 -2.378 3.464
C 4.404 -2.300 2.647
C 4.244 -2.123 1.282
C 2.970 -2.027 0.749
I 2.797 -1.750 -1.353
C -2.092 -2.147 -0.352
O -1.213 -2.037 -1.279
H -4.881 -1.230 -2.103
H -3.557 -2.226 -2.762
H -3.229 -0.566 -2.298
H -4.992 -2.567 2.148
H -3.587 -3.074 3.871
H -1.986 -2.338 3.829
H -2.484 -5.012 3.087
H -0.275 -3.390 2.254
H 1.148 -2.313 3.566
H 3.401 -2.496 4.534
H 5.398 -2.363 3.070
H 5.099 -2.050 0.625
C 0.318 3.785 0.409
Si -0.896 2.531 -0.333
C -2.418 3.470 -0.953
C -1.441 1.400 1.091
As -0.026 1.285 -2.157
Si 1.926 2.430 -2.846
C 2.695 1.301 -4.157
C 1.370 4.068 -3.611
C 3.246 2.771 -1.532
H -0.188 4.417 1.143
H 0.732 4.434 -0.367
H 1.147 3.284 0.911
H -2.847 4.100 -0.171
H -3.193 2.781 -1.295
H -2.149 4.111 -1.795
H -1.842 1.968 1.934
H -0.602 0.809 1.470
H -2.224 0.718 0.754
H 1.912 0.883 -4.793
H 3.215 0.469 -3.678
H 3.410 1.830 -4.789
H 0.565 3.896 -4.329
H 2.190 4.566 -4.133
H 0.991 4.749 -2.846
H 3.646 1.836 -1.134
H 2.850 3.353 -0.699
H 4.072 3.332 -1.975
*
```

HOMO (alpha / beta) ... -7.3 / -7.6 eV
Orbital gap (alpha / beta) ... 7.08 / 5.65 eV
<S²> ... 2.0113
Relative energy (zero: lowest compared OMol25 entry of this formula, charge and spin) ... 0.0 kJ/mol

For reference, the natural (NBO) charges in units of e are: 0.64 -0.64 0.17 -0.41 -0.03 -0.06 -0.09 -0.73 -0.23 0.19 -0.55 0.18 -0.25 -0.19 -0.21 -0.23 -0.18 0.22 0.37 -0.73 0.23 0.23 0.22 0.19 0.18 0.18 0.47 0.21 0.22 0.22 0.22 0.23 -1.11 1.34 -1.11 -1.12 -0.36 1.37 -1.11 -1.12 -1.11 0.24 0.23 0.24 0.24 0.24 0.24 0.24 0.23 0.25 0.24 0.23 0.24 0.24 0.24 0.24 0.24 0.24 0.24

Entry 3:
A 2-piece molecular cluster, Cl2HNS overall. Source: the OMol25 dataset; level of theory: wB97M-V/def2-TZVPD.

```
! wB97M-V def2-TZVPD RIJCOSX def2/J DEFGRID3
* xyz 0 1
N -1.709 -0.547 0.400
S 2.668 0.359 0.195
Cl -2.496 -0.089 -0.968
Cl -0.079 -0.956 0.225
H 1.616 1.233 0.149
*
```

HOMO (alpha / beta) ... -9.7 / -10.1 eV
Orbital gap (alpha / beta) ... 7.14 / 8.50 eV
Relative energy (zero: lowest compared OMol25 entry of this formula, charge and spin) ... 331.2 kJ/mol

For reference, the natural (NBO) charges in units of e are: -0.38 -0.12 0.22 0.18 0.11

Entry 4:
ClCu5FO8PPb as an isolated structure. Source: the OMol25 dataset; level of theory: wB97M-V/def2-TZVPD.

```
! wB97M-V def2-TZVPD RIJCOSX def2/J DEFGRID3
* xyz 2 1
Cu 0.971 7.571 -15.226
Cu -4.865 8.283 -13.033
Cu -1.100 11.777 -14.499
Cu -3.138 7.194 -16.412
Cu -0.619 4.264 -14.971
Pb -2.365 10.531 -11.135
P -4.936 9.059 -10.210
O -5.184 7.544 -10.497
O -4.477 9.694 -11.525
O -3.750 9.643 -9.330
O -6.179 9.534 -9.492
F -0.726 6.994 -16.843
Cl -1.519 7.958 -13.741
O -1.521 9.168 -14.487
O -2.437 8.111 -12.586
O -1.867 6.741 -14.460
O -0.272 7.519 -13.100
*
```

HOMO ... -12.1 eV
Orbital gap ... 2.49 eV

For reference, the natural (NBO) charges in units of e are: 0.94 0.92 0.63 0.97 0.99 1.35 2.46 -1.10 -1.35 -1.04 -0.87 -0.95 2.49 -0.82 -0.84 -0.92 -0.85

Entry 5:
A 3-piece molecular cluster, C12H18BrIO8S2 overall. Source: the OMol25 dataset; level of theory: wB97M-V/def2-TZVPD.

```
! wB97M-V def2-TZVPD RIJCOSX def2/J DEFGRID3
* xyz 0 1
O -1.769 -7.871 0.471
C -1.810 -6.837 -0.097
C -3.126 -6.154 -0.518
C -3.161 -4.835 -0.370
I -4.867 -3.713 -0.951
C -1.908 -4.142 0.212
O -1.959 -3.266 1.003
C -0.580 -4.712 -0.320
C -0.546 -6.028 -0.472
Br 1.007 -6.918 -1.173
H -3.972 -6.697 -0.951
H 0.271 -4.078 -0.595
O -1.639 2.960 3.778
S -1.134 2.269 2.629
O -1.835 2.286 1.380
O -0.830 0.750 3.031
C -1.882 -0.015 3.641
C -2.894 -0.499 2.622
C 0.537 2.758 2.346
H -2.363 0.562 4.434
H -1.404 -0.874 4.112
H -3.457 0.335 2.200
H -3.604 -1.186 3.084
H -2.398 -1.005 1.795
H 1.085 2.697 3.283
H 0.528 3.784 1.983
H 0.973 2.101 1.597
O 3.381 4.116 -0.719
S 3.763 3.773 -2.058
O 3.806 4.751 -3.100
O 2.877 2.533 -2.548
C 1.447 2.645 -2.464
C 0.879 3.483 -3.593
C 5.313 2.931 -2.010
H 1.150 3.040 -1.490
H 1.054 1.631 -2.534
H 1.179 4.527 -3.497
H -0.211 3.442 -3.587
H 1.244 3.129 -4.558
H 5.267 2.153 -1.252
H 6.077 3.663 -1.753
H 5.514 2.509 -2.992
*
```

HOMO ... -10.0 eV
Orbital gap ... 8.72 eV
SMILES string ... O=C1C=C(I)C(=O)C=C1Br.CCOS(C)(=O)=O.CCOS(C)(=O)=O

For reference, the natural (NBO) charges in units of e are: -0.46 0.51 -0.30 -0.20 0.21 0.51 -0.47 -0.30 -0.12 0.10 0.25 0.25 -0.93 2.38 -0.94 -0.72 -0.08 -0.64 -0.89 0.20 0.19 0.22 0.22 0.23 0.25 0.26 0.25 -0.94 2.38 -0.93 -0.72 -0.08 -0.64 -0.89 0.20 0.20 0.23 0.22 0.22 0.25 0.25 0.25